# C4H7N2O

The ion C4H7N2O with charge +1 (ωB97M-V with the def2-TZVPD basis set, OMol25).

Positions of all 14 atoms, in Å:
C 1.47264 -0.27008 1.40001
C 0.35431 -0.11159 0.43685
C 0.11207 0.58024 -0.66695
C -1.11092 0.10769 -1.41095
N -1.56296 -0.96745 -0.58296
N -0.84419 -1.19917 0.51636
O -1.12564 -1.94054 1.40721
H 1.32812 -1.14903 2.22944
H 1.60186 0.70385 1.82649
H 2.26240 -0.62258 0.89439
H 0.52520 1.50750 -1.02791
H -1.73659 1.02625 -1.16222
H -0.76924 -0.04678 -2.47488
H -2.33410 -1.55443 -0.82182

* orbital gap: 9.841 eV
* energy relative to the best compared isomer or geometry (same formula, charge and spin): 440.2 kJ/mol
* E_tot: -340.9686 Ha
* net charge: +1
* structure (SMILES): CC1=CCN[N+]1=O

---

# C4H7N2O

The ion C4H7N2O with charge +1 (ωB97M-V with the def2-TZVPD basis set, OMol25).

Positions of all 14 atoms, in Å:
C -2.07459 0.04157 -0.61319
C 0.03014 1.32712 -0.35750
C 2.17142 0.35041 0.36058
C 1.95184 -1.14007 0.37087
N -0.96785 0.39767 -0.28411
N -3.25826 -0.45143 -0.34400
O 1.34517 1.24922 -0.01817
H -0.06874 2.32923 -0.57582
H 3.15186 0.73338 0.75601
H 1.21526 -1.42261 -0.45527
H 1.38084 -1.20540 1.34977
H 2.77848 -1.73914 0.52636
H -3.80103 -0.10115 0.44668
H -3.85454 -0.36879 -1.16222

* orbital gap (alpha / beta): 7.066 / 7.150 eV
* energy relative to the best compared isomer or geometry (same formula, charge and spin): 477.4 kJ/mol
* E_tot: -340.9544 Ha
* net charge: +1

---

# C4H7N2O

A cluster of 2 separate species, C4H7N2O in total (ωB97M-V with the def2-TZVPD basis set, OMol25).

Positions of all 14 atoms, in Å:
C -1.97761 -1.53047 -1.71219
C -1.53340 -0.40097 -1.47759
C -0.73785 0.61639 -1.24120
C 1.14603 -0.15170 2.16364
N -0.46636 1.86212 -1.03074
N 0.73613 -0.82998 -0.03517
O 1.60852 -0.53421 0.89045
H -2.63054 -2.28015 -2.07666
H 0.10382 0.17615 2.16959
H 1.87451 0.41311 2.78052
H 1.36156 -1.17307 2.76405
H -1.08115 2.64668 -1.33530
H 0.49129 2.11239 -0.83836
H 1.10506 -0.92629 -1.02104

* orbital gap (alpha / beta): 7.871 / 7.045 eV
* energy relative to the best compared isomer or geometry (same formula, charge and spin): 843.7 kJ/mol
* E_tot: -340.8149 Ha
* net charge: +1

---

# C4H7N2O

The ion C4H7N2O with charge +1 (ωB97M-V with the def2-TZVPD basis set, OMol25).

Positions of all 14 atoms, in Å:
C -0.45836 -1.90948 0.14463
C 0.44924 -0.75808 0.07201
N 1.80564 -0.86631 0.25558
O 2.33640 0.28283 0.17202
C 1.40493 1.17013 0.00424
N 0.19210 0.59738 -0.00501
C -1.03944 1.32126 -0.17764
H 0.25662 -2.61981 0.55575
H -1.51765 -1.61111 0.44453
H -0.71371 -2.42597 -0.82433
H 1.54933 2.25260 -0.10705
H -1.82456 0.85297 -0.68172
H -1.47032 1.31383 0.75856
H -0.97022 2.39976 -0.61157

* orbital gap: 11.006 eV
* energy relative to the best compared isomer or geometry (same formula, charge and spin): 326.8 kJ/mol
* E_tot: -341.0118 Ha
* net charge: +1
* structure (SMILES): Cc1noc[n+]1C

---

# C4H7N2O2P

A cluster of 2 separate species, C4H7N2O2P in total (ωB97M-V with the def2-TZVPD basis set, OMol25).

Positions of all 16 atoms, in Å:
O -0.03437 2.32390 1.62423
C 0.25202 1.43510 0.62007
C 1.32675 0.56538 0.65001
C 1.22643 -0.25064 -0.48382
C 0.19672 0.23315 -1.28462
O -0.17474 -0.21151 -2.53042
N -0.45714 1.23635 -0.57562
H 0.05744 1.95119 2.48618
H 1.90434 0.37170 1.60691
H 1.81757 -1.06046 -0.70915
H 0.17561 -1.15489 -2.44673
H -1.27152 1.77913 -0.94053
H -2.33225 -0.90336 0.61685
N -1.47562 -1.08674 1.15384
P -0.70628 -1.89717 0.04284
H 0.36032 -2.58948 0.81013

* orbital gap: 8.448 eV
* energy relative to the best compared isomer or geometry (same formula, charge and spin): 179.5 kJ/mol
* E_tot: -757.8751 Ha
* net charge: 0
* structure (SMILES): Oc1ccc(O)[nH]1.[H]/N=P/[H]

---

# C4H7N2O3S

A structure of composition C4H7N2O3S (ωB97M-V with the def2-TZVPD basis set, OMol25).

Positions of all 17 atoms, in Å:
C -0.77868 -0.19346 -0.23857
C -0.88481 0.92085 1.93277
C -0.20265 -1.58338 0.22759
C 0.32504 1.98435 0.16153
N -1.33258 -2.24285 0.77613
N -0.54063 0.90545 0.64079
O -1.84834 -0.23301 2.24168
O -2.12884 -0.35497 -0.21119
O -0.68718 1.72493 2.74441
S -2.48348 -1.17115 1.14396
H -0.53318 0.12021 -1.21252
H 0.23034 -2.13894 -0.68316
H 0.65011 -1.31927 0.94280
H 0.86259 2.33622 1.02629
H -0.23328 2.87493 0.04380
H 0.91278 1.53059 -0.70344
H -1.59968 -3.17829 0.33578

* orbital gap: 10.213 eV
* energy relative to the best compared isomer or geometry (same formula, charge and spin): 159.2 kJ/mol
* E_tot: -889.7062 Ha
* net charge: +1

---

# C4H7N2O6S

The ion C4H7N2O6S with charge -1 (ωB97M-V with the def2-TZVPD basis set, OMol25).

Positions of all 20 atoms, in Å:
N 1.28874 -2.36075 -0.23195
C 0.29493 -1.36945 -0.62798
O -0.68806 -1.67061 -1.31169
C 0.51772 0.00642 0.04728
C -0.80176 0.80641 -0.14089
N -0.53286 2.27680 0.01711
C -1.38729 0.71940 -1.56992
O -2.53819 0.47067 -1.83823
O -0.56070 1.02014 -2.50380
S 0.60957 -0.30244 1.84038
O 0.71943 1.02672 2.40001
O -0.55345 -1.06955 2.18963
O 1.86914 -0.97907 2.03111
H 1.66203 -2.03309 0.66053
H 1.01679 -3.28216 -0.22150
H 1.40731 0.58281 -0.27469
H -1.29573 0.28204 0.62402
H 0.08380 2.13259 0.86229
H -1.40955 2.69916 0.18288
H 0.29811 1.04397 -2.13457

* orbital gap: 9.707 eV
* energy relative to the best compared isomer or geometry (same formula, charge and spin): 0.0 kJ/mol
* E_tot: -1115.8672 Ha
* net charge: -1
* structure (SMILES): NC(=O)[C@@H]([C@@H](N)C(=O)O)S(=O)(=O)[O-]

---

# C4H7N2OS

A cluster of 2 separate species, C4H7N2OS in total (ωB97M-V with the def2-TZVPD basis set, OMol25).

Positions of all 15 atoms, in Å:
C 1.59880 -1.38214 0.12468
C 2.54927 0.59664 -0.08406
C 0.30435 -0.85921 0.02988
C 0.21415 0.60265 -0.01589
N 2.71932 -0.63154 -0.06545
N 1.38496 1.18383 -0.00131
O -3.54898 -0.29324 0.07576
S -1.12916 1.58291 -0.16662
H 1.80363 -2.49375 0.16042
H 3.44356 1.22749 -0.35727
H -0.47019 -1.61346 0.29372
H -4.04220 -0.03733 -0.78551
H 1.36295 2.17963 0.25794
H -4.17069 -0.60420 0.73701
H -2.01977 0.54171 -0.20331

* orbital gap: 9.429 eV
* energy relative to the best compared isomer or geometry (same formula, charge and spin): 63.4 kJ/mol
* E_tot: -739.2799 Ha
* net charge: +1